# 1
C4H11NO | the ωB97M-V functional and the def2-TZVPD basis

E_HOMO, hartree: -0.33793
Largest force on an atom, eV/A: 4.11
E_tot, hartree: -288.94590
Total charge: 0
2S+1: 1
Energy relative to the best compared isomer or geometry (same formula, charge and spin), kJ/mol: 186.7
LUMO, eV: 0.943

CARTESIAN COORDINATES (ANGSTROEM)
C  -1.571  0.671  1.200
C  -2.073  0.299  -0.220
C  -0.711  -0.031  -0.856
N  0.207  -0.767  0.064
C  -0.272  -0.118  1.374
H  -2.169  0.374  2.033
H  -1.441  1.839  1.377
H  -2.438  1.226  -0.663
H  -2.889  -0.413  -0.132
H  -1.002  -0.600  -1.735
H  -0.234  0.839  -1.261
H  0.047  -1.731  0.098
H  0.644  0.526  1.719
H  -0.468  -0.815  2.192
O  4.802  -0.241  -2.095
H  4.146  -0.924  -1.800
H  5.421  -0.135  -1.296

# 2
C4H11NO | the ωB97M-V functional and the def2-TZVPD basis

E_HOMO, hartree: -0.25713
Largest force on an atom, eV/A: 1.60
E_tot, hartree: -288.84465
Total charge: 0
2S+1: 1
Energy relative to the best compared isomer or geometry (same formula, charge and spin), kJ/mol: 452.5
LUMO, eV: 0.469

CARTESIAN COORDINATES (ANGSTROEM)
C  0.617  -0.192  0.439
C  0.415  0.510  -0.793
C  -2.402  0.702  -0.046
C  0.809  -1.677  0.474
N  1.942  0.622  -0.082
O  -1.537  -0.287  -0.431
H  0.225  0.286  1.329
H  2.738  0.078  -0.392
H  2.169  1.505  0.359
H  0.522  -0.015  -1.732
H  0.017  1.516  -0.790
H  -1.888  1.604  0.394
H  -3.014  1.101  -0.882
H  -3.114  0.376  0.737
H  1.311  -2.037  -0.426
H  -0.191  -2.107  0.493
H  1.379  -1.986  1.351

E_HOMO of number 1 (C4H11NO)? -0.33793 hartree